## A
Entry from the OMol25 dataset: 2 unconnected molecules or ions with the total composition C3H11N3 (the ωB97M-V functional and the def2-TZVPD basis).

Geometry (Å):
H (0.68, 0.39, -0.51)
H (2.21, -0.10, 1.21)
H (3.78, -1.15, -0.22)
H (3.06, 1.38, 0.76)
C (2.44, 0.56, 0.33)
C (-3.01, -0.34, 0.17)
H (-2.43, -0.33, 2.12)
N (-2.04, -0.13, 1.21)
H (0.66, 1.63, 0.47)
N (1.24, 1.19, -0.39)
N (3.21, -0.28, -0.54)
H (-1.26, -0.79, 0.98)
H (-1.77, -1.13, -1.39)
C (-2.65, -0.60, -1.12)
H (-4.07, 0.09, 0.31)
H (3.20, -0.16, -1.54)
H (-3.24, -0.22, -1.85)

## Properties
M (g/mol): 89.14
LUMO (eV): 0.89
2S+1: 1

Quick look at the Löwdin charges, all values in e: number 1, H, carries -0.006; number 2, H, carries 0.100; number 3, H, carries 0.108; number 4, H, carries 0.090; number 5, C, carries -0.399; number 6, C, carries -0.272; number 7, H, carries 0.060; number 8, N, carries 0.009; number 9, H, carries 0.114; number 10, N, carries -0.013; number 11, N, carries -0.056; number 12, H, carries 0.090; number 13, H, carries 0.033; number 14, C, carries -0.027; number 15, H, carries 0.118; number 16, H, carries 0.054; number 17, H, carries -0.002

## B
Entry from the OMol25 dataset: a molecular structure, C3H11N3 (the ωB97M-V functional and the def2-TZVPD basis).

Geometry (Å):
H (0.61, 2.85, -0.64)
H (-0.77, 2.61, 0.54)
H (0.10, 0.61, 1.68)
H (0.49, -1.33, -1.63)
H (-1.05, 2.91, -1.16)
H (-1.25, 0.65, -1.27)
H (-0.03, -3.27, 1.32)
C (-0.39, 2.48, -0.44)
H (0.43, 0.61, -1.25)
C (-0.41, 0.25, 0.73)
C (-0.35, 0.90, -0.61)
H (-1.42, 0.04, 1.09)
H (1.70, -1.30, -0.59)
N (0.80, -1.67, -0.76)
N (-0.09, -1.60, 0.22)
H (1.33, -2.38, 1.41)
N (0.29, -2.36, 1.36)

## Properties
M (g/mol): 89.14
LUMO (eV): 1.07
2S+1: 1

Quick look at the Löwdin charges, all values in e: number 1, H, carries 0.069; number 2, H, carries 0.047; number 3, H, carries 0.101; number 4, H, carries 0.064; number 5, H, carries 0.053; number 6, H, carries 0.128; number 7, H, carries 0.025; number 8, C, carries -0.088; number 9, H, carries 0.055; number 10, C, carries -0.069; number 11, C, carries -0.305; number 12, H, carries 0.075; number 13, H, carries 0.065; number 14, N, carries -0.045; number 15, N, carries -0.246; number 16, H, carries 0.077; number 17, N, carries -0.006

## C
Entry from the OMol25 dataset: 2 unconnected molecules or ions with the total composition C3H11N3 (the ωB97M-V functional and the def2-TZVPD basis).

Geometry (Å):
H (-0.34, -0.58, -0.56)
H (0.03, 1.30, 0.31)
N (-1.60, -0.60, 1.23)
N (0.78, -1.37, 1.26)
H (-1.42, 0.36, 1.51)
H (-0.13, 0.29, -3.06)
H (0.64, -1.96, 2.08)
H (1.69, 1.73, 0.32)
H (-1.18, 0.99, -1.81)
H (1.17, -0.49, 1.59)
C (-0.18, 0.63, -2.04)
N (0.83, 1.73, -0.21)
H (-0.76, -2.15, 0.18)
H (1.88, 1.15, -1.91)
C (-0.46, -1.16, 0.53)
H (-1.83, -1.14, 2.06)
C (0.88, 1.26, -1.49)

## Properties
M (g/mol): 89.14
LUMO (eV): 0.97
2S+1: 1

Quick look at the Löwdin charges, all values in e: number 1, H, carries 0.092; number 2, H, carries 0.074; number 3, N, carries -0.014; number 4, N, carries -0.010; number 5, H, carries 0.041; number 6, H, carries 0.045; number 7, H, carries 0.059; number 8, H, carries 0.085; number 9, H, carries 0.065; number 10, H, carries 0.038; number 11, C, carries -0.076; number 12, N, carries 0.038; number 13, H, carries 0.097; number 14, H, carries 0.108; number 15, C, carries -0.411; number 16, H, carries 0.058; number 17, C, carries -0.290

Energy ordering: C at the bottom, the next structure 0.579 eV above.

## A
Entry from the OMol25 dataset: 2 unconnected molecules or ions with the total composition C3H11N3 (the ωB97M-V functional and the def2-TZVPD basis).

Geometry (Å):
H (1.12, -2.43, -0.67)
H (-1.11, -0.27, -0.11)
H (-2.34, 0.99, -1.56)
H (2.85, -0.07, 1.34)
H (1.11, -1.68, -2.12)
C (2.03, -0.65, 0.89)
H (2.04, 0.31, -0.97)
N (-2.53, 1.17, -0.59)
H (3.09, -1.18, -0.89)
C (2.12, -0.73, -0.61)
N (-1.34, 1.36, 1.33)
H (2.02, -1.70, 1.26)
H (-1.31, 0.81, 2.19)
C (-1.60, 0.69, 0.25)
N (0.97, -1.53, -1.13)
H (-3.00, 1.94, -0.13)
H (1.15, -0.12, 1.28)

## Properties
M (g/mol): 89.14
LUMO (eV): 1.06
2S+1: 1

Quick look at the Löwdin charges, all values in e: number 1, H, carries 0.061; number 2, H, carries 0.105; number 3, H, carries 0.089; number 4, H, carries 0.078; number 5, H, carries 0.059; number 6, C, carries -0.127; number 7, H, carries 0.102; number 8, N, carries 0.073; number 9, H, carries 0.104; number 10, C, carries -0.354; number 11, N, carries 0.017; number 12, H, carries 0.075; number 13, H, carries 0.019; number 14, C, carries -0.418; number 15, N, carries -0.028; number 16, H, carries 0.098; number 17, H, carries 0.047

## B
Entry from the OMol25 dataset: C3H11N3 in the gas phase (the ωB97M-V functional and the def2-TZVPD basis).

Geometry (Å):
H (-0.49, -0.10, 2.43)
C (0.59, 0.08, -0.03)
N (1.79, 0.89, 0.09)
N (0.24, -0.37, -1.41)
H (-0.92, -1.81, -2.47)
H (-1.61, -1.48, -0.85)
H (0.30, 1.41, 2.22)
C (-0.52, 0.84, 1.84)
H (2.51, 0.44, -0.43)
H (1.54, 1.82, -0.26)
H (-0.18, 0.35, -1.90)
N (-0.58, 0.84, 0.38)
H (-1.36, 1.46, 2.17)
H (-1.38, 0.29, 0.19)
H (-0.02, -2.29, -1.09)
H (0.77, -0.85, 0.54)
C (-0.69, -1.52, -1.42)

## Properties
M (g/mol): 89.14
LUMO (eV): 1.16
2S+1: 1

Quick look at the Löwdin charges, all values in e: number 1, H, carries 0.092; number 2, C, carries -0.504; number 3, N, carries 0.066; number 4, N, carries -0.074; number 5, H, carries 0.088; number 6, H, carries 0.062; number 7, H, carries 0.057; number 8, C, carries -0.154; number 9, H, carries 0.059; number 10, H, carries 0.087; number 11, H, carries 0.058; number 12, N, carries -0.052; number 13, H, carries 0.075; number 14, H, carries 0.071; number 15, H, carries 0.061; number 16, H, carries 0.138; number 17, C, carries -0.127

Energy ordering: B at the bottom, the next structure 0.146 eV above.